(1)
{"formula": "C48H34Cl5N2OP2S2Ti", "method": "the ωB97M-V functional and the def2-TZVPD basis", "homo_energy_ha": [-0.35446, -0.40086], "e_lumo_ev": [-2.755, -2.938], "e_above_lowest_kcal_mol": 12.6, "total_charge": 1, "max_force_ev_per_a": 0.38, "spin_multiplicity": 3, "s2": 2.009, "gap_ev": [6.89, 7.97], "elements": ["Ti", "O", "S", "C", "C", "C", "C", "C", "C", "P", "C", "C", "C", "C", "C", "C", "C", "C", "C", "C", "C", "C", "C", "C", "C", "C", "C", "C", "P", "C", "C", "C", "C", "C", "C", "C", "C", "C", "C", "C", "C", "H", "H", "H", "H", "H", "H", "H", "H", "H", "H", "H", "H", "H", "H", "H", "H", "H", "H", "H", "H", "H", "H", "H", "H", "H", "H", "H", "H", "Cl", "C", "C", "C", "Cl", "C", "Cl", "C", "Cl", "C", "Cl", "N", "C", "S", "C", "C", "C", "N", "C", "C", "H", "H", "H", "H", "H", "H"], "positions_angstrom": [[-0.57731, -0.88458, 0.09019], [-1.96368, 0.07440, 3.32725], [-1.46085, 0.58723, 2.04379], [0.04658, 1.53661, 2.31425], [0.03079, 2.91367, 2.48426], [1.22521, 3.59473, 2.67024], [2.42317, 2.90255, 2.68165], [2.43540, 1.52045, 2.53832], [1.24940, 0.81126, 2.37125], [1.20633, -1.01966, 2.15961], [0.64448, -1.65285, 3.76726], [0.33323, -3.00811, 3.84276], [-0.06298, -3.56504, 5.04796], [-0.15722, -2.76857, 6.18067], [0.14432, -1.41596, 6.10748], [0.54404, -0.85675, 4.90365], [2.95850, -1.51598, 2.13134], [3.54497, -1.97220, 0.95570], [4.88991, -2.31239, 0.92136], [5.65393, -2.21626, 2.07434], [5.06757, -1.80233, 3.26529], [3.72550, -1.46020, 3.29714], [-2.57785, 1.85951, 1.49004], [-3.35520, 2.49780, 2.44876], [-4.21471, 3.50185, 2.03707], [-4.29433, 3.84398, 0.69099], [-3.54254, 3.16729, -0.25400], [-2.67082, 2.15086, 0.13584], [-1.76636, 1.12334, -1.07940], [-3.06515, 0.89048, -2.33402], [-4.04551, -0.05891, -2.04593], [-5.07734, -0.29213, -2.94035], [-5.13378, 0.41977, -4.13140], [-4.16948, 1.37445, -4.41664], [-3.13708, 1.61482, -3.52004], [-0.56157, 2.28106, -1.80153], [-0.15060, 3.42937, -1.13170], [0.88012, 4.20873, -1.64206], [1.49578, 3.85674, -2.83308], [1.08491, 2.71660, -3.51318], [0.07056, 1.92638, -2.99672], [-0.90009, 3.46200, 2.46100], [1.21400, 4.66936, 2.79761], [3.35497, 3.43650, 2.81390], [3.37587, 0.98612, 2.55861], [0.40159, -3.63321, 2.95884], [-0.30449, -4.61813, 5.10188], [-0.47312, -3.20109, 7.12077], [0.06349, -0.79340, 6.98865], [0.76092, 0.20324, 4.85288], [2.95057, -2.08340, 0.06232], [5.33685, -2.64683, -0.00606], [6.70246, -2.48245, 2.05249], [5.65559, -1.75154, 4.17213], [3.27223, -1.15382, 4.23267], [-3.28397, 2.19380, 3.48510], [-4.83096, 4.01300, 2.76465], [-4.97080, 4.62682, 0.37423], [-3.65148, 3.40794, -1.30433], [-3.99607, -0.62566, -1.12190], [-5.83109, -1.03521, -2.71414], [-5.93208, 0.22963, -4.83665], [-4.21825, 1.93442, -5.34132], [-2.38889, 2.36130, -3.75456], [-0.63202, 3.72349, -0.20765], [1.19003, 5.10066, -1.11278], [2.28736, 4.47376, -3.23785], [1.55877, 2.44136, -4.44683], [-0.23347, 1.02741, -3.51924], [-2.11446, -2.71636, 1.38295], [-2.47527, -3.04304, -0.32120], [-1.74313, -2.25645, -1.19190], [-2.03932, -2.46035, -2.53306], [-1.20043, -1.53715, -3.75150], [-3.01210, -3.36125, -2.96477], [-3.37754, -3.55077, -4.63493], [-3.72487, -4.11289, -2.02716], [-4.93106, -5.22343, -2.52545], [-3.45331, -3.95661, -0.66614], [-4.29896, -4.84975, 0.52957], [4.68585, -1.40529, -4.80520], [4.79457, -0.98541, -3.53889], [6.19187, -0.58586, -2.78985], [3.50342, -0.93466, -2.78535], [2.61074, -2.00022, -2.82111], [1.46675, -1.94322, -2.04716], [1.18050, -0.89998, -1.26336], [2.04029, 0.12842, -1.24019], [3.20025, 0.15893, -1.98062], [5.52225, -1.48602, -5.36068], [3.79298, -1.56156, -5.24077], [2.81731, -2.87965, -3.41562], [0.75537, -2.75924, -2.03658], [1.77915, 0.95816, -0.59018], [3.88091, 0.99558, -1.91362]], "lowdin_spin": [1.68, 0.00, 0.04, 0.01, 0.00, 0.00, 0.00, 0.00, 0.01, 0.02, 0.00, 0.00, 0.00, 0.00, 0.00, 0.00, 0.00, 0.00, 0.00, 0.00, 0.00, 0.00, 0.01, 0.00, 0.00, 0.00, 0.00, 0.00, 0.06, 0.01, 0.00, 0.00, 0.00, 0.00, 0.00, 0.01, 0.00, 0.00, 0.00, 0.00, 0.00, 0.00, 0.00, 0.00, 0.00, 0.00, 0.00, 0.00, 0.00, 0.00, 0.00, 0.00, 0.00, 0.00, 0.00, 0.00, 0.00, 0.00, 0.00, 0.00, 0.00, 0.00, 0.00, 0.00, 0.00, 0.00, 0.00, 0.00, 0.00, 0.01, 0.02, 0.01, 0.01, 0.01, 0.00, 0.00, 0.01, 0.00, 0.00, 0.00, 0.00, 0.00, 0.01, 0.01, 0.00, 0.02, 0.01, 0.02, 0.00, 0.00, 0.00, 0.00, 0.00, 0.00, 0.00]}

=====

(2)
{"formula": "C48H35CaF10N4O2P", "method": "the ωB97M-V functional and the def2-TZVPD basis", "homo_energy_ha": -0.05824, "e_lumo_ev": 4.193, "total_charge": -2, "max_force_ev_per_a": 1.93, "gap_ev": 5.78, "elements": ["Ca", "C", "N", "C", "C", "N", "C", "C", "F", "C", "F", "C", "F", "C", "F", "C", "F", "C", "C", "N", "C", "C", "F", "C", "F", "C", "F", "C", "F", "C", "F", "H", "H", "H", "H", "H", "H", "H", "H", "H", "H", "H", "N", "C", "C", "C", "C", "C", "C", "C", "C", "C", "C", "C", "C", "H", "H", "H", "H", "H", "H", "H", "H", "H", "H", "O", "C", "O", "C", "C", "C", "C", "C", "C", "P", "C", "C", "C", "C", "C", "C", "C", "C", "C", "C", "C", "C", "H", "H", "H", "H", "H", "H", "H", "H", "H", "H", "H", "H", "H", "H"], "positions_angstrom": [[1.14763, 0.17680, -0.02319], [3.74766, 2.13033, 0.17885], [3.64785, 0.69096, 0.01303], [4.54257, 0.06705, 0.98960], [4.31990, -1.43375, 1.19577], [3.33226, -1.66992, 2.21945], [2.94681, -2.89710, 2.44518], [1.97332, -3.15331, 3.46970], [1.64222, -2.11774, 4.29906], [1.37303, -4.36681, 3.67655], [0.43295, -4.50558, 4.64471], [1.74863, -5.48353, 2.93228], [1.14618, -6.69246, 3.11907], [2.78867, -5.33173, 2.02538], [3.25096, -6.42477, 1.36669], [3.37995, -4.11262, 1.80880], [4.45859, -4.12525, 0.96087], [4.04606, 0.32809, -1.33944], [3.08156, 0.75927, -2.44904], [1.78578, 0.14587, -2.32084], [1.07932, -0.08602, -3.39826], [-0.13842, -0.84562, -3.33465], [-0.66811, -1.11628, -2.11626], [-0.80895, -1.33629, -4.42798], [-1.88041, -2.14234, -4.25852], [-0.39053, -1.04003, -5.72570], [-1.03519, -1.55005, -6.81351], [0.69839, -0.19058, -5.85796], [1.10484, 0.17361, -7.10240], [1.37699, 0.28889, -4.75825], [2.34652, 1.21752, -5.04632], [4.77900, 2.48866, 0.01057], [3.44712, 2.40560, 1.18742], [3.09518, 2.65552, -0.50958], [4.38596, 0.54706, 1.96146], [5.59787, 0.24355, 0.68970], [5.28732, -1.88476, 1.47636], [4.00374, -1.89098, 0.25000], [4.15592, -0.75911, -1.39334], [5.03672, 0.77882, -1.56872], [3.57995, 0.46645, -3.38542], [2.99373, 1.85482, -2.45265], [0.73186, -0.13540, 2.45076], [-0.54258, -0.63228, 2.70650], [-1.30646, -0.01697, 3.69740], [-2.61806, -0.37546, 3.94372], [-3.20355, -1.35728, 3.16500], [-2.44093, -2.01305, 2.21267], [-1.09646, -1.71396, 1.99095], [-0.32363, -2.55755, 1.05824], [-0.61102, -3.92885, 1.05227], [0.03252, -4.78289, 0.18016], [0.97351, -4.26920, -0.69676], [1.26943, -2.91729, -0.65588], [0.65553, -2.00912, 0.21071], [1.01167, 0.54269, 3.15252], [1.46270, -0.83961, 2.34441], [-0.84988, 0.77267, 4.28175], [-3.17648, 0.10955, 4.73581], [-4.24197, -1.63436, 3.30806], [-2.89198, -2.79285, 1.61167], [-1.31509, -4.34687, 1.76570], [-0.18444, -5.84489, 0.18993], [1.48236, -4.92173, -1.39997], [2.01967, -2.54135, -1.34620], [1.85448, 4.60727, 0.04295], [0.83450, 3.91928, 0.00490], [0.67587, 2.76429, 0.49786], [-0.41541, 4.46955, -0.65782], [-0.48788, 5.78766, -1.08564], [-1.65215, 6.28001, -1.64216], [-2.76101, 5.45285, -1.72989], [-2.68911, 4.13710, -1.31356], [-1.50122, 3.61518, -0.81287], [-1.36146, 1.86226, -0.26751], [-2.56884, 1.07601, -1.42070], [-3.15053, -0.14261, -1.07032], [-3.85530, -0.88244, -2.00015], [-3.96361, -0.44577, -3.31107], [-3.31116, 0.71442, -3.69371], [-2.61322, 1.45922, -2.76116], [-2.35477, 2.20596, 1.24577], [-3.68885, 1.84201, 1.39477], [-4.37209, 2.12723, 2.56387], [-3.75137, 2.81012, 3.59463], [-2.43322, 3.21071, 3.44171], [-1.73985, 2.89992, 2.28726], [0.38847, 6.40709, -0.97145], [-1.72013, 7.30149, -1.99541], [-3.68835, 5.83888, -2.13045], [-3.56568, 3.50813, -1.37999], [-3.02462, -0.51853, -0.06253], [-4.28909, -1.83032, -1.71446], [-4.50613, -1.03253, -4.04033], [-3.32431, 1.02244, -4.73132], [-2.09281, 2.35533, -3.07863], [-4.20824, 1.33273, 0.59696], [-5.40113, 1.80940, 2.67480], [-4.29116, 3.03376, 4.50707], [-1.94262, 3.75760, 4.23799], [-0.70431, 3.18813, 2.18272]], "mulliken_charge": [1.60, -1.55, 1.40, -1.62, -0.32, -0.58, 0.15, 0.09, -0.56, 0.42, -0.45, 0.59, -0.43, 0.62, -0.44, 0.27, -0.46, -1.33, -1.29, 0.66, -1.04, 0.49, 0.19, -0.12, -0.42, 0.50, -0.37, 0.21, -0.36, 0.06, -0.38, 0.32, 0.31, 0.23, 0.33, 0.50, 0.40, 0.10, 0.33, 0.41, 0.59, 0.30, 0.51, 0.71, -0.58, -0.75, -1.01, -0.69, 0.33, 0.97, -0.31, -0.83, -1.10, -0.22, -0.16, 0.28, -0.69, 0.31, 0.38, 0.38, 0.52, 0.45, 0.38, 0.38, 0.26, -0.85, -0.24, -0.59, -0.30, -0.33, -0.62, -0.79, -0.24, 0.10, 2.87, 0.29, -0.34, -0.83, -0.86, -0.83, -0.76, 0.95, -0.32, -0.69, -0.61, -0.61, -0.75, 0.49, 0.37, 0.41, 0.45, 0.24, 0.40, 0.36, 0.44, 0.45, 0.38, 0.40, 0.36, 0.42, 0.31]}